{"formula": "C15H30BCl2F4N3S5SeW", "method": "the ωB97M-V functional and the def2-TZVPD basis", "homo_energy_ev": [-13.09, -13.09], "relative_energy_ev": 1.099, "multiplicity": 3, "total_charge": 2, "symbols": ["W", "C", "C", "S", "C", "C", "S", "C", "C", "S", "C", "C", "S", "H", "H", "H", "H", "H", "H", "H", "H", "H", "H", "H", "H", "H", "H", "H", "H", "Se", "C", "N", "F", "B", "F", "F", "F", "Cl", "C", "Cl", "H", "H", "C", "N", "C", "C", "S", "N", "C", "C", "H", "H", "H", "H", "H", "H", "H", "H", "H", "H", "H", "H"], "xyz": [[0.94777, -0.73540, 1.46359], [-1.85448, -2.05320, -0.48755], [-2.45714, -0.88306, 0.25757], [-1.60274, -0.53346, 1.81982], [-2.14061, -1.95822, 2.80635], [-1.24585, -2.07847, 4.01560], [0.50939, -2.14649, 3.57054], [0.59087, -3.82646, 2.87362], [1.94721, -4.04404, 2.23386], [2.46473, -2.71457, 1.09163], [2.05057, -3.37851, -0.54577], [0.56568, -3.43489, -0.81731], [-0.08303, -1.74409, -0.70904], [-2.29973, -2.12655, -1.48029], [-1.99477, -3.00410, 0.02619], [-3.50478, -1.05516, 0.50770], [-2.36777, 0.03853, -0.32576], [-2.12416, -2.86079, 2.19812], [-3.17159, -1.76069, 3.10312], [-1.46597, -2.97765, 4.59164], [-1.34478, -1.22467, 4.68249], [-0.22122, -3.95674, 2.15878], [0.45646, -4.52552, 3.70016], [1.96742, -4.97596, 1.66880], [2.73353, -4.07760, 2.98602], [2.51189, -4.36436, -0.60929], [2.56749, -2.72328, -1.24696], [0.04187, -4.08481, -0.11589], [0.38420, -3.79275, -1.83141], [2.96045, 0.13510, 2.83658], [3.47270, -1.38440, 3.73186], [3.73990, -2.38489, 4.23737], [4.25898, -0.96355, -0.85037], [3.61649, -0.12411, -1.65161], [1.92902, 0.06522, 0.01535], [3.90875, 1.15178, -1.66474], [2.73905, -0.63043, -2.50563], [-0.41681, 1.39230, 4.50463], [0.52726, 2.41479, 3.44765], [0.44471, 1.89771, 1.71092], [1.56796, 2.38109, 3.74658], [0.12606, 3.42218, 3.44744], [1.48825, 3.08056, -2.70512], [0.12014, 3.56090, -2.84388], [0.00023, 4.99342, -3.11368], [-0.91714, 2.82606, -2.40975], [-0.66063, 1.48026, -1.39260], [-2.15337, 3.18250, -2.81276], [-2.39784, 3.73159, -4.14783], [-3.33556, 2.64987, -2.15811], [2.10857, 3.61639, -3.42144], [1.53579, 2.01664, -2.91617], [1.87414, 3.25597, -1.69802], [0.78001, 5.51077, -2.55437], [-0.96426, 5.36160, -2.77713], [0.12666, 5.22320, -4.17198], [-1.49242, 3.68554, -4.74508], [-2.75443, 4.76103, -4.10792], [-3.15845, 3.12060, -4.63489], [-3.18343, 2.60879, -1.08312], [-3.58033, 1.64946, -2.52763], [-4.17088, 3.31506, -2.37091]]}

{"formula": "C8H21B3NO8PS", "method": "the ωB97M-V functional and the def2-TZVPD basis", "homo_energy_ev": -9.24, "symbols": ["O", "P", "O", "O", "C", "B", "O", "B", "O", "B", "N", "C", "S", "O", "H", "H", "H", "H", "H", "C", "C", "C", "O", "H", "H", "H", "H", "H", "H", "H", "H", "C", "C", "C", "O", "H", "H", "H", "H", "H", "H", "H", "H"], "xyz": [[1.37788, 1.07603, -0.60477], [0.10490, 1.58778, -0.12386], [0.28045, 3.07849, 0.46528], [-0.95453, 1.77244, -1.29235], [-0.65301, 0.60974, 1.20546], [-0.13646, -0.88345, 1.28075], [-0.39246, -1.62501, 2.43082], [0.84174, -1.82641, 3.02077], [1.97560, -2.00265, 2.25612], [1.82426, -1.82777, 0.89037], [2.97026, -1.99739, -0.00620], [3.81695, -1.11798, 0.10332], [4.84728, 0.03926, 0.07744], [0.61214, -1.51845, 0.32205], [0.99466, 3.00790, 1.10800], [-1.81816, 1.95612, -0.90768], [-0.37582, 1.09383, 2.13811], [-1.73177, 0.69958, 1.10336], [0.88253, -1.79393, 4.20619], [-3.63885, -0.16250, 3.67301], [-4.56037, -0.17978, 2.46394], [-5.86245, -0.90192, 2.77136], [-3.89973, -0.81237, 1.36631], [-3.37462, -1.17930, 3.97389], [-2.70682, 0.35202, 3.43782], [-4.10821, 0.33840, 4.52073], [-4.77541, 0.84259, 2.14933], [-5.66793, -1.94245, 3.04434], [-6.50960, -0.91352, 1.89421], [-6.39674, -0.42268, 3.59242], [-3.70120, -1.71788, 1.62604], [2.52941, -0.21372, -3.70107], [3.59847, 0.84238, -3.93203], [3.60502, 1.32064, -5.37683], [4.88168, 0.31841, -3.58878], [2.71619, -1.09134, -4.32813], [2.54098, -0.54645, -2.66293], [1.53504, 0.17199, -3.93086], [3.42276, 1.68749, -3.26621], [3.82499, 0.49099, -6.05493], [4.37908, 2.07410, -5.52672], [2.64168, 1.74999, -5.65631], [5.06024, -0.43322, -4.16178]]}

{"formula": "C2H2N6", "method": "the ωB97M-V functional and the def2-TZVPD basis", "homo_energy_ev": -10.18, "relative_energy_ev": 2.447, "smiles": "[H]/N=c1\\nncnnn1", "symbols": ["H", "N", "C", "N", "N", "C", "N", "N", "N", "H"], "xyz": [[-1.82321, 0.51693, -1.46411], [-1.17319, 1.23284, -1.29923], [-0.24236, 0.48974, -0.86892], [-0.10293, -0.92427, -1.06952], [0.05664, -1.59799, -0.02797], [0.21494, -0.85491, 1.23640], [0.76944, 0.27524, 1.44102], [1.55297, 0.93697, 0.47389], [1.00180, 1.16689, -0.61542], [-0.25409, -1.24144, 2.19385]]}